(1)
{
  "formula": "C7H15NO2",
  "method": "ωB97M-V with the def2-TZVPD basis set",
  "symbols": ["C", "C", "C", "C", "C", "C", "N", "C", "O", "H", "H", "H", "H", "H", "H", "H", "H", "H", "H", "H", "H", "H", "H", "O", "H"],
  "xyz": [[-0.4699, 0.9177, -2.9343], [0.7577, 0.1038, -2.5971], [1.8662, 0.6666, -1.7454], [1.0049, -0.4555, -1.2204], [0.0509, -0.2189, -0.0744], [0.7306, -0.4447, 1.2718], [-0.1458, -0.1467, 2.4071], [-1.1710, -1.1609, 2.8268], [-1.1809, -2.2844, 2.3100], [-0.6729, 1.6870, -2.1766], [-0.3381, 1.4319, -3.8977], [-1.3615, 0.2772, -3.0125], [1.0877, -0.5490, -3.4099], [2.9016, 0.4557, -2.0163], [1.7030, 1.6564, -1.3102], [1.4784, -1.4417, -1.2008], [-0.3359, 0.8101, -0.1048], [-0.8307, -0.8708, -0.1586], [1.0547, -1.4903, 1.3660], [1.6189, 0.1960, 1.3501], [0.3331, 0.2538, 3.2078], [-1.3445, -1.0037, 3.9121], [-1.3420, 0.7661, 2.0437], [-2.5250, 0.2214, 2.1802], [-2.8695, 0.6230, 2.9834]],
  "e_homo_ev": -9.63,
  "energy_ev": -13084.63874,
  "relative_energy_kcal_mol": 84.00,
  "lumo_ev": 0.6,
  "orbital_gap_ev": 10.24
}

---

(2)
{
  "formula": "C17H22N4O5S",
  "method": "ωB97M-V with the def2-TZVPD basis set",
  "symbols": ["C", "C", "O", "C", "O", "C", "S", "C", "N", "N", "C", "C", "N", "C", "O", "C", "C", "C", "C", "O", "C", "C", "O", "C", "C", "N", "C", "H", "H", "H", "H", "H", "H", "H", "H", "H", "H", "H", "H", "H", "H", "H", "H", "H", "H", "H", "H", "H", "H"],
  "xyz": [[1.4458, 2.0336, -1.6933], [1.7616, 2.3163, -0.2352], [2.9978, 1.6834, 0.1068], [3.8624, 2.3448, 0.8657], [3.6949, 3.4503, 1.3059], [5.1121, 1.5301, 1.1415], [5.3628, 0.2025, -0.0690], [4.0542, -0.8167, 0.4585], [3.6455, -0.9522, 1.6921], [2.5938, -1.7801, 1.6731], [2.3782, -2.1455, 0.4380], [1.2423, -3.0045, -0.0021], [-0.0086, -2.2727, 0.0744], [-0.3852, -1.4359, -0.9298], [0.2485, -1.3664, -1.9724], [-1.6183, -0.6450, -0.7032], [-1.8845, 0.4029, -1.5775], [-3.0106, 1.1749, -1.4063], [-3.9200, 0.9312, -0.3775], [-4.9679, 1.7891, -0.3560], [-5.9843, 1.7135, 0.6201], [-3.6722, -0.1494, 0.4965], [-4.5870, -0.4015, 1.4879], [-4.3613, -1.4709, 2.3720], [-2.5273, -0.9116, 0.3198], [3.2849, -1.5507, -0.3927], [3.3889, -1.6297, -1.8212], [1.3180, 0.9664, -1.8561], [0.5269, 2.5450, -1.9649], [2.2522, 2.3916, -2.3286], [0.9860, 1.9043, 0.4193], [1.8575, 3.3900, -0.0429], [5.0198, 1.0606, 2.1228], [5.9878, 2.1769, 1.1209], [1.1690, -3.8775, 0.6496], [1.3826, -3.3199, -1.0377], [-0.3555, -2.1090, 1.0052], [-1.1996, 0.5935, -2.3877], [-3.2285, 1.9961, -2.0702], [-6.6607, 2.5350, 0.3844], [-6.5271, 0.7681, 0.5663], [-5.5874, 1.8468, 1.6281], [-5.2097, -1.4623, 3.0549], [-4.3323, -2.4316, 1.8477], [-3.4383, -1.3354, 2.9452], [-2.3600, -1.7515, 0.9741], [2.3905, -1.5660, -2.2587], [3.9971, -0.7953, -2.1682], [3.8652, -2.5658, -2.1199]],
  "e_homo_ev": -8.44,
  "energy_ev": -45018.83740,
  "relative_energy_kcal_mol": 63.24,
  "smiles": "CCOC(=O)CSc1nnc(CNC(=O)c2ccc(OC)c(OC)c2)n1C",
  "lumo_ev": 0.5,
  "orbital_gap_ev": 8.96
}

---

(3)
{
  "formula": "C54H48As2N2OPRuS4",
  "method": "ωB97M-V with the def2-TZVPD basis set",
  "symbols": ["Ru", "C", "C", "N", "N", "C", "S", "S", "C", "C", "C", "C", "C", "C", "C", "C", "C", "C", "C", "C", "C", "O", "H", "H", "H", "H", "H", "H", "H", "H", "H", "H", "H", "H", "H", "H", "C", "C", "As", "C", "C", "C", "C", "C", "C", "C", "C", "C", "C", "C", "C", "As", "C", "C", "C", "C", "C", "C", "C", "C", "C", "C", "C", "C", "H", "H", "H", "H", "H", "H", "H", "H", "H", "H", "H", "H", "H", "H", "H", "H", "H", "H", "H", "H", "H", "H", "H", "H", "S", "P", "S", "C", "C", "C", "C", "C", "C", "C", "C", "C", "C", "C", "C", "H", "H", "H", "H", "H", "H", "H", "H", "H", "H"],
  "xyz": [[-0.0246, -0.2845, 0.0540], [3.6125, 0.6330, 2.4006], [2.7639, 0.0643, 1.2931], [1.4414, 0.1874, 1.3922], [1.0558, 0.7802, 2.5898], [-0.1408, 1.2578, 2.6021], [-1.2081, 1.2447, 1.2610], [-0.7683, 1.9923, 4.0775], [0.6652, 3.0115, 4.5767], [0.8084, 4.2251, 3.7077], [0.2211, 5.4281, 4.0853], [0.2866, 6.5365, 3.2546], [0.9370, 6.4489, 2.0322], [1.5289, 5.2536, 1.6503], [1.4693, 4.1490, 2.4854], [3.4105, -0.5591, 0.1787], [4.7957, -0.8941, 0.2663], [5.4813, -1.4185, -0.7863], [4.8223, -1.6020, -2.0220], [3.4970, -1.3202, -2.1462], [2.7459, -0.8317, -1.0458], [1.4839, -0.6312, -1.2572], [3.1917, 1.5677, 2.7534], [4.6261, 0.8105, 2.0653], [3.6327, -0.0478, 3.2549], [1.5466, 2.3736, 4.5674], [0.4493, 3.2849, 5.6093], [-0.2982, 5.4956, 5.0348], [-0.1735, 7.4669, 3.5607], [0.9827, 7.3093, 1.3775], [2.0341, 5.1799, 0.6972], [1.9336, 3.2175, 2.1775], [5.3199, -0.7564, 1.1991], [6.5270, -1.6728, -0.6827], [5.3728, -1.9818, -2.8739], [2.9658, -1.4613, -3.0773], [-1.6674, -3.6232, -0.0717], [-1.2214, -3.5764, 1.3625], [-0.9761, -1.7252, 1.9323], [-2.8305, -1.1831, 2.1672], [-3.3553, -0.9416, 3.4307], [-4.6730, -0.5172, 3.5660], [-5.4659, -0.3347, 2.4459], [-4.9368, -0.5578, 1.1804], [-3.6236, -0.9707, 1.0400], [-0.3127, -2.1148, 3.7183], [0.8935, -1.6670, 4.2417], [1.2995, -2.0808, 5.5043], [0.5090, -2.9395, 6.2489], [-0.6924, -3.3966, 5.7261], [-1.1011, -2.9942, 4.4652], [-0.5403, -2.4680, -1.1484], [-1.3887, -2.8623, -2.8605], [-1.3811, -4.2222, -3.1917], [-2.0480, -4.6761, -4.3172], [-2.7402, -3.7828, -5.1225], [-2.7714, -2.4410, -4.7866], [-2.1063, -1.9752, -3.6573], [1.1345, -3.4401, -1.2037], [1.6383, -3.9781, -2.3832], [2.8388, -4.6764, -2.3743], [3.5582, -4.8167, -1.1980], [3.0906, -4.2317, -0.0301], [1.8887, -3.5402, -0.0343], [-2.6937, -3.2783, -0.1998], [-1.5982, -4.6229, -0.4993], [-0.2791, -4.1030, 1.5078], [-1.9525, -4.0192, 2.0353], [-2.7433, -1.0444, 4.3160], [-5.0692, -0.3164, 4.5528], [-6.4879, 0.0035, 2.5544], [-5.5361, -0.3770, 0.2979], [-3.2098, -1.0522, 0.0413], [1.5146, -0.9814, 3.6871], [2.2372, -1.7199, 5.9064], [0.8251, -3.2547, 7.2344], [-1.3177, -4.0678, 6.2999], [-2.0494, -3.3512, 4.0886], [-0.8552, -4.9404, -2.5765], [-2.0272, -5.7301, -4.5614], [-3.2602, -4.1381, -6.0024], [-3.3173, -1.7369, -5.4011], [-2.1564, -0.9280, -3.4213], [1.1046, -3.8579, -3.3156], [3.2147, -5.1017, -3.2959], [4.4936, -5.3607, -1.1952], [3.6651, -4.3047, 0.8843], [1.5679, -3.0479, 0.8763], [-2.9586, 3.2768, -0.5818], [-1.6745, 2.5849, -1.8457], [-1.1049, 0.5339, -1.8137], [-0.1268, 3.5292, -2.0107], [1.1412, 3.0041, -1.7868], [2.2711, 3.7846, -1.9986], [2.1401, 5.0925, -2.4390], [0.8756, 5.6269, -2.6544], [-0.2517, 4.8511, -2.4401], [-2.2952, 2.5440, -3.5499], [-3.6258, 2.8544, -3.8022], [-4.1131, 2.8026, -5.1024], [-3.2742, 2.4411, -6.1449], [-1.9406, 2.1341, -5.8957], [-1.4499, 2.1866, -4.6024], [1.2564, 1.9723, -1.4921], [3.2552, 3.3618, -1.8365], [3.0206, 5.6964, -2.6171], [0.7688, 6.6480, -2.9965], [-1.2360, 5.2708, -2.6128], [-4.2667, 3.1360, -2.9765], [-5.1479, 3.0507, -5.2991], [-3.6545, 2.4072, -7.1579], [-1.2844, 1.8618, -6.7121], [-0.4087, 1.9565, -4.4084]],
  "e_homo_ev": [-10.06, -10.06],
  "total_charge": 1,
  "energy_ev": -238689.70640,
  "relative_energy_kcal_mol": 21.33,
  "lumo_ev": [-4.3, -4.3],
  "orbital_gap_ev": [5.80, 5.80]
}

---

Strongest force on any atom (eV/A)
3.6 1.2 1.5